Entry from the OMol25 dataset: one molecule with the formula C7H10 at a distorted geometry (ωB97M-V/def2-TZVPD).

The geometry in XYZ format:
```
17
Properties=species:S:1:pos:R:3:mulliken_charge:R:1
C 1.33108 -1.50844 1.47760 -1.253
H -0.09870 3.44624 -0.25854 0.281
H -0.49665 -1.13176 -3.06743 0.261
H -0.29450 -2.12310 -0.73524 0.349
H -1.63467 0.07416 -2.24006 0.224
H 1.54189 -2.07170 0.56422 0.305
H 0.07731 0.14617 2.19788 0.412
C 0.00034 2.48844 0.24972 -0.844
H 0.70255 -2.23953 2.00023 0.331
C -0.88499 -0.70957 -2.14820 -0.768
C -0.60079 1.37145 -0.20544 -0.338
H 2.19322 -1.20479 2.05296 0.344
C -0.35932 -1.06465 -0.92981 -0.438
H -1.55987 1.48757 -0.69848 0.281
C 0.41015 -0.31528 1.27389 -0.380
H 0.81309 2.35896 0.96187 0.291
C -0.12883 0.01212 0.08510 0.942
```

The HOMO energy comes out at -7.74 eV. The value obtained for the total energy is -272.58143 a.u. The calculation puts the orbital gap at 8.13 eV. Its SMILES is C=CC(C=C)=CC. The relative energy (zero: lowest compared OMol25 entry of this formula, charge and spin) is 85.70 kcal/mol.

***

Entry from the OMol25 dataset: C21H28FeIN9O2S as an isolated structure (ωB97M-V/def2-TZVPD).

The geometry in XYZ format:
```
63
Properties=species:S:1:pos:R:3:mulliken_spin:R:1
C 4.03930 1.37056 1.15717 0.004
N -3.12890 -3.56322 1.46742 0.002
C 4.81202 0.29456 1.56097 -0.003
Fe -0.13175 -0.22624 0.55107 3.783
H 1.22483 0.39597 -2.21066 0.004
N 0.59302 1.91088 0.16813 0.007
H -3.01269 -4.35180 2.08381 0.000
H 2.81074 3.96824 1.26975 0.000
H -3.28534 -3.83381 0.50990 -0.001
C 2.33270 3.65207 0.34114 0.002
C -1.94065 4.52490 -1.74074 -0.001
S -2.15315 1.20605 0.54292 0.068
C 2.65146 -1.13216 -1.76928 -0.002
O 1.97005 -3.20770 -0.84022 0.013
C 2.67183 1.18485 0.97254 0.006
H -1.31700 6.58801 -1.53810 0.000
H -3.10789 -1.55687 4.90088 0.000
H -2.52226 -0.17643 5.80685 0.000
H -2.29732 -2.94704 3.62684 0.000
H -2.64769 6.13240 -0.46745 0.000
N -0.10553 -0.85879 2.67039 0.016
C 4.94030 -0.63566 -2.35212 0.000
N -1.84106 -1.72898 0.71394 0.022
H -1.00369 5.58298 -0.11745 0.000
N -1.02043 -1.25451 4.80843 0.003
N -2.35082 3.38934 -0.93871 0.009
H 1.01635 -0.88153 5.13882 -0.001
I 5.96900 1.96021 -3.50802 0.000
C 3.20404 0.98725 -2.78627 0.002
H -3.32650 3.17967 -0.82316 0.001
H 5.98280 -0.92054 -2.38563 0.000
C -2.28926 -1.20646 5.52200 0.001
C 2.26685 0.11011 -2.26019 0.001
H 4.26674 -2.48360 -1.47428 0.000
C 4.53865 0.61153 -2.80868 0.000
H -0.01160 0.57329 5.19848 0.000
C -0.96177 -1.41620 3.44389 0.013
C -1.48878 2.55741 -0.30904 0.002
H -2.19443 -1.96761 -0.20606 -0.004
C 1.64757 -2.05647 -1.09960 0.009
H 3.08706 3.69510 -0.44827 0.000
C -1.71609 5.78567 -0.91572 0.001
H 4.49212 2.33170 0.96330 0.000
H 5.87999 0.41224 1.69044 0.000
O 0.53102 -1.50108 -0.79836 0.043
C 0.04247 -0.49538 5.43826 0.002
N -1.87548 -2.33355 2.95269 0.003
N 2.09246 0.00099 1.18987 -0.006
C 1.78650 2.26672 0.47986 0.018
H 1.53157 4.34039 0.08978 0.000
C 3.98774 -1.50462 -1.84081 -0.001
C 4.20476 -0.93204 1.77948 0.001
C 2.83739 -1.02880 1.57670 -0.001
H -1.02354 4.25451 -2.26307 0.001
H 2.89903 1.95437 -3.16185 0.000
H -0.04649 -0.60958 6.51699 0.000
H 2.31202 -1.96751 1.70889 -0.001
H 0.47573 -0.19034 3.16057 0.008
C -2.24457 -2.51020 1.62261 -0.003
H -2.71509 4.68935 -2.49222 0.000
H -2.24168 -1.81535 6.42607 0.000
N -0.20902 2.86586 -0.39603 -0.019
H 4.77187 -1.80340 2.07363 0.000
```

The HOMO energy (alpha / beta) comes out at -7.39 / -7.31 eV. The value obtained for the total energy is -3420.01829 a.u. The calculation puts the orbital gap (alpha / beta) at 7.61 / 7.53 eV. Its spin multiplicity is 5. The relative energy (zero: lowest compared OMol25 entry of this formula, charge and spin) is 0.00 kcal/mol.

***

Entry from the OMol25 dataset: a 2-piece molecular cluster, C4H5FO overall at a distorted geometry (ωB97M-V/def2-TZVPD).

The geometry in XYZ format:
```
11
Properties=species:S:1:pos:R:3:mulliken_charge:R:1
O -2.32596 -1.81131 0.17446 -0.361
C 1.85728 -0.56343 -0.38371 0.003
H 2.45307 0.32011 1.41478 0.266
C -2.48562 0.66811 0.03364 -0.931
H -1.67543 1.29767 -0.06996 0.273
F 2.37313 -1.76714 0.09738 -0.266
C 2.07739 0.44916 0.40894 -0.594
H 1.54462 -0.42214 -1.39293 0.343
H -3.36609 1.06568 -0.35918 0.283
H 1.82485 1.39825 -0.01632 0.248
C -2.27724 -0.63496 0.09290 0.736
```

The HOMO energy comes out at -9.48 eV. The value obtained for the total energy is -330.42777 a.u. The calculation puts the orbital gap at 10.17 eV. Its SMILES is C=C=O.C=CF. The relative energy (zero: lowest compared OMol25 entry of this formula, charge and spin) is 37.63 kcal/mol.

***

Entry from the OMol25 dataset: one molecule with the formula C8H16N2O4 at a distorted geometry (ωB97M-V/def2-TZVPD).

The geometry in XYZ format:
```
30
Properties=species:S:1:pos:R:3:mulliken_charge:R:1
H 4.05628 0.61372 -0.87592 0.342
O 0.40191 1.86037 -0.88935 -0.615
H 2.71619 -2.02710 1.78352 0.277
O -3.93903 -0.17230 -0.32396 -0.649
N 0.08258 -0.78066 -0.59307 0.050
H 4.53237 -1.00978 -0.53337 0.476
H 2.10750 3.00176 0.41708 0.370
H -1.30410 0.41988 1.64412 0.540
C 1.26159 1.39053 -0.18851 0.209
H 1.48183 -2.56018 0.59741 0.416
C -1.83122 0.18640 0.79915 -0.545
H -3.19559 -0.66324 -0.87037 0.329
H 3.18744 -2.97302 0.31539 0.368
H 0.27611 -1.24614 -1.54824 0.312
C 2.43855 -2.22762 0.67779 -1.281
H 0.79064 -0.10987 1.20660 0.375
H -2.92208 1.60832 -0.15257 0.385
C 2.48221 -0.83876 -0.17179 0.490
C -3.31054 -0.32137 0.87008 -0.583
O -1.95582 -1.58119 -0.77565 -0.759
H 2.20175 -1.01368 -1.24052 0.149
N -1.94205 1.62721 0.19528 -0.650
C 1.12536 -0.11706 0.13252 -0.030
H 4.41713 0.10504 0.79067 0.295
H -1.21645 1.60417 -0.44357 0.287
C 3.93108 -0.21262 -0.14362 -1.472
H -3.20792 -1.41297 1.22597 0.266
O 2.16021 2.03911 0.56818 -0.421
H -3.85909 0.30877 1.60333 0.415
C -1.16102 -0.81606 -0.27039 0.654
```

The HOMO energy comes out at -8.91 eV. The value obtained for the total energy is -724.83342 a.u. The calculation puts the orbital gap at 9.29 eV. Its SMILES is CC(C)[C@H](NC(=O)[C@@H](N)CO)C(=O)O. The relative energy (zero: lowest compared OMol25 entry of this formula, charge and spin) is 70.51 kcal/mol.

***

Entry from the OMol25 dataset: a 2-piece molecular cluster, C4H11NS overall at a distorted geometry (ωB97M-V/def2-TZVPD).

The geometry in XYZ format:
```
17
Properties=species:S:1:pos:R:3:mulliken_charge:R:1
H 0.89274 -1.59123 1.24841 0.322
N 0.82439 1.12197 0.32979 -0.402
C 1.07281 -1.45087 0.17779 -1.332
H -1.48134 -0.39637 1.04992 0.311
C -1.93776 0.97831 -0.42413 -1.101
H -1.45800 1.96087 -0.54819 0.333
C -1.21687 -0.29225 -0.01352 -0.561
H -2.24964 0.85679 -1.49929 0.263
H -1.55195 -1.16109 -0.56912 0.348
C 0.30205 -0.15014 -0.17785 0.409
H 2.13122 -1.28863 -0.00691 0.328
H 1.83361 1.04750 0.10965 0.096
H 0.74363 -2.34117 -0.38639 0.335
H -2.92798 1.15179 0.00939 0.333
H 0.71270 1.09439 1.34696 0.304
H 0.53762 -0.08257 -1.27418 0.165
S 3.77277 0.54270 0.62766 -0.151
```

The HOMO energy comes out at -9.67 eV. The value obtained for the total energy is -611.78282 a.u. The calculation puts the orbital gap at 6.22 eV. The relative energy (zero: lowest compared OMol25 entry of this formula, charge and spin) is 99.96 kcal/mol.

***

Entry from the OMol25 dataset: an isolated ion of composition CF3O2S and charge -1 at a distorted geometry (ωB97M-V/def2-TZVPD).

The geometry in XYZ format:
```
7
Properties=species:S:1:pos:R:3:mulliken_charge:R:1
F -1.48801 -0.39506 -1.12163 -0.190
F 1.32380 1.43459 -0.39767 -0.412
O 1.29484 -0.52721 1.63565 -0.660
S 0.65105 -0.14226 0.09614 1.007
O 1.21473 -0.98725 -0.89345 -0.540
F -1.74899 0.93627 0.46864 -0.195
C -1.24740 -0.31908 0.21232 -0.011
```

The HOMO energy comes out at -4.81 eV. The value obtained for the total energy is -886.31794 a.u. The calculation puts the orbital gap at 8.85 eV. Its SMILES is O=[S@@]([O-])(F)=C(F)F. The charge is -1. The relative energy (zero: lowest compared OMol25 entry of this formula, charge and spin) is 37.45 kcal/mol.

***

Question: What is the formula in the fifth record?
Answer: C4H11NS

***

Question: Among the records above, which one has the lowest relative energy (zero: lowest compared OMol25 entry of this formula, charge and spin)?
Answer: C21H28FeIN9O2S

***

Question: Which value of relative energy (zero: lowest compared OMol25 entry of this formula, charge and spin) does entry 3 give?
Answer: 37.63 kcal/mol